Record 1
DFT (the ωB97M-V functional and the def2-TZVPD basis) results for a molecular structure, C16H16B2Ba2Br8O16.

```
60
Properties=species:S:1:pos:R:3:forces:R:3
Ba -0.3698 0.2983 5.6196 -0.4 -0.9 -1.4
Ba -3.4456 2.2244 -3.6742 0.4 -0.5 0.7
O -0.5838 2.2092 -2.4775 -0.3 0.7 -0.4
C -0.4658 1.3425 -1.6567 0.0 -0.6 0.4
O 0.4926 1.1302 -0.8062 -0.3 -0.3 0.1
B 0.1988 -0.1163 -0.0423 0.0 -0.2 -0.1
O -1.0573 -0.6396 -0.6590 -0.2 0.0 0.1
C -1.4748 0.1979 -1.5462 1.4 -0.3 0.1
O -2.3870 0.0731 -2.3184 -1.4 0.2 -0.6
O -0.0571 0.1593 1.4032 0.1 -0.2 0.3
C 0.7458 -0.5925 2.1112 0.0 0.7 -0.2
O 0.7929 -0.6379 3.3270 -0.4 0.4 0.6
C 1.7274 -1.2908 1.1541 -1.6 -0.1 -0.2
O 1.2834 -1.0762 -0.0846 -0.4 0.3 0.0
O 2.6714 -1.8831 1.5008 1.4 -0.8 0.4
O -5.0683 1.1672 -1.8734 0.1 0.7 -1.4
C -4.9809 0.5619 -0.8356 0.4 -0.6 1.0
O -4.4287 1.0470 0.2374 0.6 0.2 0.0
B -4.4871 0.0610 1.3392 -1.9 0.1 0.3
O -5.2653 -1.0515 0.7772 1.1 -0.3 -0.3
C -5.4639 -0.8789 -0.5306 -1.1 0.3 0.4
O -6.0557 -1.5874 -1.2759 0.4 0.0 -0.2
O -3.1845 -0.2785 1.9240 0.1 -0.2 0.2
C -3.2374 -0.1124 3.2217 -0.2 -0.2 -1.2
O -2.3138 -0.3932 3.9519 1.0 0.5 1.2
C -4.6173 0.4715 3.6049 0.1 -0.3 -0.6
O -5.2694 0.6199 2.4712 0.3 0.1 0.2
O -4.9510 0.6920 4.7208 -0.1 0.3 0.5
Br 6.9702 -2.8482 -1.1966 0.0 0.2 0.0
C 5.1433 -2.7395 -0.5326 0.2 -5.0 -0.6
C 4.8827 -3.8592 0.4547 0.2 0.6 -0.2
Br 4.6409 -5.5356 -0.4785 0.0 -0.3 0.2
H 4.5082 -2.8884 -1.4002 -0.1 0.3 -0.2
H 5.0016 -1.7501 -0.1134 -0.8 -7.4 -0.7
H 3.9715 -3.6684 1.0131 0.0 -0.1 -0.1
H 5.7134 -3.9036 1.1539 0.0 -0.5 0.0
Br 5.1523 -0.3497 0.0295 0.4 11.5 1.4
C 3.5517 0.7283 -0.1691 0.3 1.2 0.0
C 3.9595 2.1803 -0.0169 1.0 -0.7 0.5
Br 2.4663 3.3960 -0.1009 0.0 0.3 0.2
H 2.8645 0.4233 0.6140 0.4 0.4 -0.1
H 3.1220 0.5174 -1.1437 0.1 -0.1 0.0
H 4.7281 2.4611 -0.7322 -0.4 0.1 -0.4
H 4.4646 2.2696 0.9456 -0.4 0.4 0.1
Br -2.0063 -3.9824 3.3810 -0.1 -0.1 -0.1
C -2.6168 -3.9130 1.5375 -0.5 0.2 -0.2
C -1.5244 -3.4949 0.5791 -0.3 0.0 0.9
Br 0.1159 -4.5023 0.6522 0.0 -0.2 -0.1
H -3.3647 -3.1186 1.5175 0.0 0.0 0.1
H -3.1658 -4.8111 1.2678 0.5 -0.4 0.3
H -1.2588 -2.4921 0.9021 0.0 0.1 -0.6
H -1.9325 -3.5507 -0.4249 0.2 0.2 -0.1
Br 2.9547 5.7320 -2.8870 0.0 0.2 -0.1
C 1.0635 5.4177 -2.7521 -0.3 -0.9 0.4
C 0.4222 5.5756 -4.1120 0.7 0.6 0.5
Br -1.4205 4.8964 -3.9152 -0.4 0.3 -0.4
H 0.6154 6.0232 -1.9676 0.2 0.5 -0.3
H 0.9175 4.3975 -2.3913 0.3 0.0 -0.3
H 0.9566 5.0500 -4.8956 -0.3 -0.4 0.0
H 0.3554 6.6221 -4.4016 -0.4 -0.1 0.0
```
Positions in Å, forces in eV/Å.

Computed properties:
gap between HOMO and LUMO	4.57	eV
energy	-612687.786	eV
ΔE to the lowest compared entry with this formula, charge and spin	464.94	kJ/mol
strongest force on any atom	0.22452	hartree/bohr
HOMO level	-11.45	eV
LUMO	-6.88	eV
net charge	+2

Record 2
DFT (the ωB97M-V functional and the def2-TZVPD basis) results for a molecular structure, C16H16BClCoN6.

```
41
Properties=species:S:1:pos:R:3:forces:R:3
Co -0.7496 -0.2147 0.5384 0.2 0.0 -0.3
C -2.4889 2.9380 -1.7024 0.0 0.0 0.0
C -2.2067 2.3849 -0.4596 0.0 0.0 0.1
N -1.5414 1.2369 -0.6039 0.0 0.0 -0.1
N -1.3885 1.0315 -1.9354 0.1 -0.1 0.1
C -1.9487 2.0418 -2.6081 0.0 0.0 -0.1
B -0.6575 -0.2384 -2.4576 0.0 0.0 -0.1
N -1.4231 -1.4841 -1.9431 0.0 0.1 0.1
C -1.9987 -2.4911 -2.6149 0.0 0.0 -0.1
C -2.5602 -3.3668 -1.7080 0.0 0.0 0.0
C -2.2758 -2.8085 -0.4634 0.0 0.0 0.0
N -1.5920 -1.6763 -0.6131 -0.1 0.0 0.0
N 0.7764 -0.2607 -1.8540 -0.1 0.0 0.1
C 1.9662 -0.2859 -2.4615 0.0 0.0 -0.1
C 2.9608 -0.3051 -1.4985 0.0 0.0 0.0
C 2.2734 -0.2877 -0.2913 0.0 0.0 0.1
N 0.9575 -0.2579 -0.5090 0.0 -0.1 -0.1
H -3.0109 3.8540 -1.9151 0.0 0.0 0.0
H -2.4517 2.7556 0.5238 0.0 0.0 0.0
H -1.9274 2.0573 -3.6855 0.0 0.0 0.0
H -0.6098 -0.2348 -3.6535 0.0 0.0 0.1
H -1.9684 -2.5149 -3.6919 0.0 0.0 0.0
H -3.0957 -4.2759 -1.9168 0.0 0.0 0.0
H -2.5300 -3.1682 0.5213 0.0 0.0 0.0
H 2.0287 -0.2909 -3.5375 0.0 0.0 0.0
H 4.0248 -0.3309 -1.6541 0.0 0.0 0.0
H 2.6559 -0.2952 0.7174 0.0 0.0 -0.1
Cl 1.0381 -2.3478 3.4513 0.0 0.0 0.0
C 1.4787 -0.7033 3.2009 0.0 0.0 -0.1
C 2.7875 -0.3193 3.3834 0.0 0.1 0.0
C 3.1611 1.0030 3.1495 0.0 0.0 0.0
C 2.2242 1.9501 2.7230 0.0 -0.1 0.0
C 0.9164 1.5776 2.5544 0.0 0.0 0.1
C 0.4835 0.2399 2.8075 -0.1 0.1 -0.2
C -0.8808 -0.1026 2.6759 -0.1 0.1 0.4
H 3.5142 -1.0501 3.7103 0.0 0.0 0.0
H 4.1922 1.2938 3.3004 0.0 0.0 0.0
H 2.5285 2.9702 2.5353 0.0 0.0 0.0
H 0.1767 2.3065 2.2435 0.0 0.0 0.0
H -1.6013 0.7149 2.6725 0.0 0.0 -0.1
H -1.2381 -1.0451 3.0690 0.0 0.0 -0.1
```
Positions in Å, forces in eV/Å.

Computed properties:
gap between HOMO and LUMO (alpha / beta)	9.42 / 6.70	eV
energy	-76613.720	eV
strongest force on any atom	0.00888	hartree/bohr
HOMO level (alpha / beta)	-11.79 / -12.27	eV
LUMO (alpha / beta)	-2.37 / -5.57	eV
<S²>	6.042
multiplicity	5
net charge	+1

Record 3
DFT (the ωB97M-V functional and the def2-TZVPD basis) results for a molecular structure, C16H16BFeN8.

```
42
Properties=species:S:1:pos:R:3:forces:R:3
Fe -14.1092 -8.7133 -4.2665 -1.6 -1.1 0.3
C -12.5763 -11.9394 -1.7506 -0.8 1.5 -0.2
C -12.9297 -10.5386 -1.8235 0.3 -1.8 -1.7
N -13.5860 -10.3201 -2.9712 -0.6 0.1 0.8
N -13.8738 -11.5248 -3.5384 1.0 0.1 0.7
C -13.2551 -12.5208 -2.8540 0.3 0.6 0.7
B -14.6370 -11.3790 -4.8438 0.3 -2.9 -0.6
N -15.4730 -10.1362 -4.6012 -1.9 0.7 -1.4
C -16.7340 -10.0397 -4.9511 1.7 -0.1 1.2
C -17.4764 -8.8274 -4.8435 1.6 -0.7 -0.6
C -16.6760 -7.6288 -4.8736 -1.2 1.4 0.6
N -15.4151 -7.5210 -4.7592 -1.5 0.1 -0.4
N -13.5774 -10.9085 -5.9169 1.9 1.6 -1.3
C -12.5954 -11.4932 -6.6731 -0.6 1.7 0.2
C -11.5153 -10.5541 -6.8496 -1.6 -0.7 0.4
C -11.8905 -9.4200 -6.1399 -0.9 -1.4 -0.4
N -13.1493 -9.5430 -5.6853 0.2 -2.8 0.0
H -11.8825 -12.3471 -0.9997 -0.9 -0.1 -0.6
H -12.8351 -9.6580 -1.2342 0.8 0.0 0.8
H -13.3666 -13.5789 -3.1572 0.2 1.0 0.2
H -15.1727 -12.5225 -5.0858 0.4 1.8 -0.1
H -17.1838 -10.9523 -5.2932 -0.5 -0.4 -0.1
H -18.5347 -8.8547 -4.9387 -0.6 0.3 0.0
H -17.3027 -6.6808 -4.9358 1.1 -0.8 -0.2
H -12.7810 -12.4580 -7.1695 0.3 0.4 0.7
H -10.6661 -10.6672 -7.4948 0.3 -0.2 0.2
H -11.3656 -8.5669 -5.8092 0.7 0.9 -0.4
N -12.2658 -5.5520 -2.7152 -0.1 0.0 -0.5
C -12.8526 -6.7712 -2.7503 1.5 1.4 -0.1
N -13.0626 -7.1535 -3.9833 1.2 -0.3 -0.5
C -12.6326 -6.1623 -4.9077 0.2 1.3 3.8
C -12.8863 -5.9896 -6.2462 -0.9 -1.8 0.1
C -12.5814 -4.7765 -6.7529 1.2 1.8 -0.8
C -11.8626 -3.7852 -6.0207 0.1 -0.2 0.2
C -11.6577 -3.9004 -4.6462 0.8 -0.3 -0.5
C -12.0884 -5.0926 -4.0890 -1.5 -2.1 0.8
H -12.1077 -5.0689 -1.8134 0.1 -0.2 -1.2
H -12.9981 -7.4135 -1.8851 -0.1 0.4 -0.1
H -13.3407 -6.8277 -6.8044 0.2 0.8 0.1
H -12.7918 -4.5563 -7.7859 0.0 -0.1 -0.2
H -11.3717 -2.9479 -6.5415 -0.7 -0.4 0.2
H -11.0009 -3.2189 -4.1089 -0.5 0.1 0.0
```
Positions in Å, forces in eV/Å.

Computed properties:
gap between HOMO and LUMO (alpha / beta)	5.97 / 5.16	eV
energy	-63818.350	eV
strongest force on any atom	0.07757	hartree/bohr
HOMO level (alpha / beta)	-15.06 / -15.06	eV
LUMO (alpha / beta)	-9.09 / -9.90	eV
<S²>	8.865
multiplicity	6
net charge	+2

Record 4
DFT (the ωB97M-V functional and the def2-TZVPD basis) results for a molecular structure, C16H16BN9O7Pt.

```
50
Properties=species:S:1:pos:R:3:forces:R:3
H -2.8273 -1.1403 -0.1198 0.2 0.2 0.1
N -1.9407 0.7843 -0.0342 -1.6 0.9 -0.7
B -1.6288 3.3966 0.0141 -0.7 0.2 -0.2
N -2.4886 2.0741 0.0030 0.0 -0.8 0.7
C -3.8446 1.9675 0.1886 1.0 -0.5 -0.3
Pt 0.0370 -0.1653 0.8613 -3.2 0.6 -1.1
H -4.4740 2.8141 0.4708 0.5 -0.2 -0.6
C -4.1888 0.6286 0.1003 0.2 -0.2 0.0
H -5.1807 0.1931 0.1984 0.4 0.2 -0.1
C -2.9679 -0.0712 -0.0589 -0.6 1.0 0.6
H -2.2940 4.2401 0.5436 0.1 0.1 0.2
C 3.9360 -1.1306 -2.4017 3.0 0.4 1.3
H 4.7087 -1.9042 -2.1403 -0.9 0.5 0.1
H 3.4449 -0.7653 -1.4862 0.1 -0.1 -0.6
H 4.5631 -0.3473 -2.8846 -0.8 -0.2 0.4
N -1.2200 4.0075 -1.4376 0.1 -2.9 -1.3
N -0.5091 2.9849 1.1211 -0.1 -0.6 1.0
N -0.6964 2.9921 -2.1967 1.6 -2.1 3.4
N 0.0624 1.7119 1.3478 2.2 3.9 0.4
C -1.1683 5.0991 -2.2332 1.0 0.1 -1.4
C -0.2472 3.7442 2.2386 0.0 -1.1 -1.1
H -1.6502 5.9898 -1.8988 0.0 0.6 -0.1
H -0.8099 4.6672 2.4501 0.7 -0.5 -0.6
C -0.4312 4.7627 -3.4389 -0.6 1.1 1.8
C 0.6524 3.0550 3.0417 0.3 -0.1 1.0
C -0.0379 3.4454 -3.2207 -1.3 0.0 0.1
C 0.8415 1.8062 2.4511 -0.7 1.0 -0.1
H -0.2070 5.2795 -4.3591 -0.1 0.7 0.4
H 1.0867 3.3748 3.9920 -0.3 -0.1 -0.5
H 0.6669 2.7510 -3.6546 -0.3 0.2 -0.8
H 1.4415 0.9378 2.7242 -0.1 0.5 0.3
H 3.3141 -1.5497 -3.1163 -1.5 -0.6 -1.2
O 1.8502 -6.8887 1.2731 0.1 0.5 -2.1
N 1.7575 -6.1993 0.2274 0.8 -2.6 0.4
O 2.0368 -6.6158 -0.9122 -0.6 0.8 1.8
C 1.3016 -4.8701 0.4384 0.4 -0.2 -0.8
C 1.1662 -4.5247 1.8226 0.5 1.5 -0.1
C 1.0032 -3.1786 2.0479 -1.9 -0.7 0.0
C 0.2595 -2.4457 0.9772 -0.9 -1.1 1.4
O -0.8717 -1.9254 1.4421 2.0 -0.3 -1.7
C 0.5829 -2.8257 -0.4246 0.1 0.5 -0.2
C 1.1392 -4.0564 -0.7091 0.1 -0.5 1.6
N 0.1328 -1.9828 -1.5032 -1.4 -0.2 -0.9
O 0.2862 -2.2003 -2.7144 0.0 0.2 3.1
O -0.6197 -1.0322 -1.0845 1.8 -0.9 -1.6
N 0.6306 -2.6400 3.4216 -2.1 1.5 -0.3
O -0.3167 -3.1289 4.0789 3.0 0.6 -1.4
O 1.1018 -1.4989 3.6120 -0.4 -1.9 0.2
H 1.2251 -5.2331 2.6814 0.1 0.5 -1.2
H 1.3917 -4.3871 -1.7397 -0.3 0.2 1.0
```
Positions in Å, forces in eV/Å.

Computed properties:
gap between HOMO and LUMO (alpha / beta)	6.21 / 5.35	eV
energy	-48502.507	eV
ΔE to the lowest compared entry with this formula, charge and spin	155.07	kJ/mol
strongest force on any atom	0.08726	hartree/bohr
HOMO level (alpha / beta)	-8.29 / -8.29	eV
LUMO (alpha / beta)	-2.08 / -2.94	eV
<S²>	2.016
multiplicity	3
net charge	0

Record 5
DFT (the ωB97M-V functional and the def2-TZVPD basis) results for a molecular structure, C16H16Br12N4OS2.

```
51
Properties=species:S:1:pos:R:3:forces:R:3
C 2.5888 2.0783 3.2602 -1.2 -2.6 -3.2
C 1.8229 3.3608 2.5095 -0.7 -3.3 -2.6
C 1.0130 3.1772 1.0716 2.5 -1.8 3.1
C 0.3167 4.4703 0.3431 0.7 0.3 0.4
C -1.2385 4.7584 0.7747 -0.4 -0.1 -0.6
C -1.9777 3.5312 1.5732 -1.3 0.7 0.8
C -3.4728 4.1244 2.0310 0.9 0.4 0.3
S -4.8455 3.4872 0.8708 0.4 -1.9 1.6
C -5.0963 1.6612 1.3186 -0.6 -3.4 -0.1
N -5.7087 0.5804 0.4039 3.3 2.4 7.2
N -5.6833 -0.5503 1.2385 2.1 1.6 4.4
C -5.0827 -0.3158 2.6403 -1.9 2.3 -6.4
O -4.7094 1.1282 2.6600 -2.0 -2.0 -3.6
C 1.0193 1.6267 0.4560 -0.1 -1.0 -0.5
N 0.3482 1.1993 -0.8429 3.8 -1.5 5.7
S 0.7011 -0.5141 -0.9467 1.4 1.7 2.7
N 1.6818 -0.9798 0.4335 -2.0 7.1 0.4
C 1.7809 0.3391 1.2034 0.1 -0.1 -0.3
C 2.5953 0.5363 2.6363 -1.6 4.8 -0.8
H 3.1958 2.2167 4.2680 -1.5 -0.1 -2.4
H 1.8867 4.4058 3.0536 -0.2 -2.3 -1.4
H 0.9483 5.4299 0.6673 -1.2 -2.3 -0.7
H 0.3972 4.4165 -0.8244 -0.1 -0.3 2.3
H -1.2756 5.7947 1.3615 0.0 -2.5 -0.9
H -1.8711 4.9526 -0.2184 1.4 -0.5 2.1
H -2.2152 2.5851 0.9104 1.0 2.0 1.2
H -1.4432 3.2082 2.5778 -0.8 0.7 -2.3
H -3.4713 5.3076 1.8790 -0.3 -2.6 0.2
H -3.7204 3.9180 3.1573 0.4 0.2 -2.3
H -4.9733 -1.0929 3.5200 -0.1 2.2 -2.1
H 3.1631 -0.3224 3.2069 -1.4 1.9 -1.5
C 4.0892 -4.2396 0.2168 0.2 0.0 -0.1
Br 4.3109 -2.6150 1.2637 0.0 -0.5 -0.2
Br 4.0503 -5.8260 1.3420 -0.1 0.5 -0.3
Br 2.5364 -4.1420 -0.9507 0.4 -0.1 0.3
H 4.9696 -4.3268 -0.4284 -0.4 0.0 0.3
C -2.1134 -0.7001 -4.2162 -0.2 0.2 -0.1
Br -2.5768 -2.3413 -3.2800 0.2 0.4 -0.2
Br -1.1341 0.5329 -3.0739 -0.7 -0.3 -0.9
Br -1.1649 -1.0572 -5.8767 -0.2 0.0 0.4
H -3.0543 -0.2086 -4.4847 0.4 -0.3 0.1
C 8.0086 -5.6319 2.5708 0.2 -0.1 0.1
Br 7.8220 -4.1799 1.2896 0.0 -0.4 0.3
Br 6.9786 -5.3063 4.1886 0.2 -0.1 -0.4
Br 7.5841 -7.3564 1.7772 0.1 0.4 0.2
H 9.0630 -5.6657 2.8643 -0.5 0.0 -0.1
C -3.2372 -4.3830 -8.1540 -0.1 -0.2 -0.1
Br -3.6031 -4.9887 -6.3419 0.1 0.2 -0.5
Br -4.3604 -2.8754 -8.6538 0.3 -0.3 0.2
Br -1.3491 -3.9990 -8.4215 -0.5 -0.1 0.1
H -3.4938 -5.2093 -8.8252 0.1 0.4 0.3
```
Positions in Å, forces in eV/Å.

Computed properties:
gap between HOMO and LUMO	6.95	eV
energy	-887021.786	eV
strongest force on any atom	0.16110	hartree/bohr
HOMO level	-8.44	eV
LUMO	-1.49	eV
net charge	0

Record 6
DFT (the ωB97M-V functional and the def2-TZVPD basis) results for a molecular structure, C16H16BrFeN5O2S4Sb.

```
46
Properties=species:S:1:pos:R:3:forces:R:3
Fe 0.4153 -0.1860 1.2884 -0.4 -0.2 0.1
C -5.3965 -0.0261 -0.2495 0.0 0.0 0.0
C -4.4082 0.9464 -0.8857 0.0 0.0 0.0
N -3.3949 1.4178 0.0288 0.0 -0.1 0.0
C -2.3146 0.6709 0.4057 -0.2 -0.1 -0.1
S -1.3510 1.2882 1.6903 0.3 0.2 -0.1
N -2.1527 -0.4749 -0.2291 0.1 0.1 0.2
N -0.9981 -1.0831 0.1648 0.0 -0.1 -0.1
C -0.6900 -2.2255 -0.3238 0.2 -0.1 0.0
C -1.5360 -3.0036 -1.2767 -0.1 0.0 0.0
C 0.6336 -2.7260 0.0843 -0.2 0.1 -0.1
C 1.0863 -3.9970 -0.2236 0.1 0.0 0.0
C 2.3455 -4.3815 0.2251 -0.1 0.0 -0.1
C 3.1021 -3.4867 0.9478 0.1 0.0 0.1
C 2.5906 -2.2200 1.2027 0.0 0.0 -0.1
N 1.3873 -1.8558 0.7813 0.1 0.0 0.0
H -6.1206 -0.3856 -0.9865 0.0 0.0 0.0
H -5.9443 0.4513 0.5656 0.0 0.0 0.0
H -4.8543 -0.8813 0.1535 0.0 0.0 0.0
H -4.9308 1.8223 -1.2787 0.0 0.0 0.0
H -3.9039 0.4599 -1.7213 0.0 0.0 0.0
H -3.5677 2.2334 0.5886 0.0 0.0 0.0
H -2.4117 -2.4198 -1.5425 0.0 0.0 0.0
H -1.8563 -3.9435 -0.8181 0.0 0.0 0.0
H -0.9711 -3.2460 -2.1795 0.0 0.0 0.0
H 0.4600 -4.6745 -0.7869 0.0 0.0 0.0
H 2.7148 -5.3790 0.0175 0.0 0.0 0.0
H 4.0683 -3.7414 1.3590 0.0 0.0 0.0
H 3.1431 -1.4873 1.7716 0.0 0.0 0.1
S 3.4408 -2.0838 4.5106 0.0 0.0 0.0
Sb 1.7693 -0.4502 4.4455 0.0 0.0 0.0
S -0.1370 -1.3586 3.2073 0.0 -0.1 0.0
S 2.1008 0.8419 2.3876 0.1 0.1 0.1
Br 4.1532 5.7951 -2.6565 0.0 0.0 0.0
C 3.0067 4.7705 -1.5231 0.0 0.0 0.0
C 2.5217 5.3430 -0.3617 0.0 0.0 0.0
N 1.7181 4.6850 0.4647 0.0 0.0 0.0
C 1.3936 3.4247 0.1584 0.0 0.0 -0.1
C 1.8248 2.7812 -0.9982 -0.1 0.0 0.1
C 2.6515 3.4818 -1.8644 0.0 0.0 0.0
C 1.3997 1.3660 -1.4001 0.1 -0.3 0.1
O 1.6158 1.0699 -2.5807 0.0 0.0 -0.1
O 0.8804 0.5994 -0.5386 0.0 0.4 -0.1
H 2.7884 6.3611 -0.0970 0.0 0.0 0.0
H 0.7494 2.9064 0.8491 -0.1 -0.1 0.1
H 2.9787 3.0012 -2.7761 0.0 0.0 0.0
```
Positions in Å, forces in eV/Å.

Computed properties:
gap between HOMO and LUMO (alpha / beta)	4.75 / 4.76	eV
energy	-182710.302	eV
ΔE to the lowest compared entry with this formula, charge and spin	0.00	kJ/mol
strongest force on any atom	0.00849	hartree/bohr
HOMO level (alpha / beta)	-0.85 / -0.86	eV
LUMO (alpha / beta)	3.90 / 3.90	eV
<S²>	0.843
multiplicity	2
net charge	-2